(1)
Below is C3H4LiO4 as an isolated structure, with properties calculated with ωB97M-V/def2-TZVPD.

Values from the calculation:
* frontier orbital gap: 0.373 hartree
* charge: +1
* energy above the lowest of the compared OMol25 structures with the same formula, charge and spin: 66.0 kcal/mol
* calculated total energy: -11562.93021 eV

Each line ends with the natural charge from an NBO analysis.
Atoms and positions in Å:
C -2.020 -0.612 0.135  0.4962
C -1.012 -0.178 1.177  -0.1840
O -1.036 -1.097 2.267  -0.4777
C -1.181 -2.368 1.980  1.0487
O -1.663 -0.997 -1.017  -0.5935
O -1.145 -3.224 2.847  -0.7828
O -1.255 -2.619 0.704  -0.8074
Li -0.717 -3.264 4.632  0.9862
H -3.089 -0.489 0.378  0.1747
H -1.281 0.803 1.586  0.2464
H -0.008 -0.168 0.732  0.2299
H -1.438 -2.473 -0.487  0.6632



(2)
Below is C5H10N2O2 as an isolated structure, with properties calculated with ωB97M-V/def2-TZVPD.

Values from the calculation:
* frontier orbital gap (alpha / beta): 0.295 / 0.249 hartree
* 2S+1: 3
* charge: 0
* energy above the lowest of the compared OMol25 structures with the same formula, charge and spin: 20.2 kcal/mol
* calculated total energy: -12415.50914 eV

Each line ends with the natural charge from an NBO analysis.
Atoms and positions in Å:
C 0.854 0.737 0.134  0.6552
C -0.724 0.805 0.157  -0.1760
C -1.055 1.928 -0.742  -0.6186
C 2.540 -1.009 0.001  -0.4291
C -1.954 -1.361 0.554  -0.4516
N 1.355 -0.360 -0.456  -0.1087
N -1.204 -0.434 -0.322  -0.2687
O 1.569 1.603 0.606  -0.5722
O 0.354 -1.264 -0.758  -0.1804
H -0.919 0.916 1.304  0.2116
H -0.442 2.713 -0.311  0.2268
H -2.078 2.339 -0.936  0.2303
H -0.676 1.701 -1.816  0.2178
H 3.367 -0.457 -0.246  0.2192
H 2.522 -0.938 1.061  0.2110
H 2.676 -2.032 -0.439  0.2398
H -1.772 -1.302 1.703  0.1754
H -2.946 -1.268 0.262  0.2070
H -1.467 -2.317 0.243  0.2115



(3)
Below is one molecule with the formula C7H11FO, with properties calculated with ωB97M-V/def2-TZVPD.

Values from the calculation:
* frontier orbital gap: 0.333 hartree
* charge: 0
* energy above the lowest of the compared OMol25 structures with the same formula, charge and spin: 71.0 kcal/mol
* calculated total energy: -12197.55934 eV

Each line ends with the natural charge from an NBO analysis.
Atoms and positions in Å:
C 1.387 -1.457 0.616  -0.3976
C 0.321 -1.291 1.383  0.3955
C 1.573 -0.472 -0.567  -0.4112
C 0.247 0.065 -1.059  0.0053
C -0.525 0.509 0.114  0.1477
C -0.052 1.776 0.644  -0.7002
C -1.988 0.312 -0.050  -0.7006
O -0.296 -1.050 -1.848  -0.7197
F -0.216 -1.912 2.388  -0.3117
H 2.244 -2.150 0.769  0.2192
H 2.229 0.366 -0.297  0.2009
H 2.054 -0.825 -1.350  0.2165
H 0.309 0.817 -1.848  0.2108
H 0.142 2.589 -0.013  0.2258
H 0.774 1.548 1.219  0.2412
H -0.697 2.168 1.448  0.2193
H -2.501 -0.301 0.691  0.2349
H -2.001 -0.193 -1.075  0.2471
H -2.453 1.209 0.096  0.2126
H -0.551 -1.706 -1.258  0.4643



(4)
Below is an isolated ion of composition C4H7O2 and charge +1, with properties calculated with ωB97M-V/def2-TZVPD.

Values from the calculation:
* frontier orbital gap: 0.440 hartree
* charge: +1
* energy above the lowest of the compared OMol25 structures with the same formula, charge and spin: 0.0 kcal/mol
* calculated total energy: -8348.26593 eV

Each line ends with the natural charge from an NBO analysis.
Atoms and positions in Å:
C -0.692 -0.061 -0.297  0.8920
C 1.430 -0.815 -0.087  -0.0934
C 1.354 0.748 0.044  -0.1247
C -2.094 0.029 0.042  -0.7243
O 0.050 -1.115 -0.357  -0.3784
O -0.016 1.063 -0.201  -0.3838
H 2.055 -1.121 -0.886  0.2340
H 1.644 -1.328 0.820  0.2301
H 1.603 1.097 1.079  0.2327
H 2.002 1.270 -0.645  0.2380
H -2.243 1.061 0.491  0.2930
H -2.204 -0.750 0.658  0.2744
H -2.889 -0.078 -0.659  0.3102



(5)
Below is a 2-piece molecular cluster, C2H8OS overall, with properties calculated with ωB97M-V/def2-TZVPD.

Values from the calculation:
* SMILES string: CO.CS
* frontier orbital gap: 0.362 hartree
* charge: 0
* energy above the lowest of the compared OMol25 structures with the same formula, charge and spin: 31.7 kcal/mol
* calculated total energy: -15085.10497 eV

Each line ends with the natural charge from an NBO analysis.
Atoms and positions in Å:
C 2.080 0.827 -0.194  -0.7154
S 0.891 1.634 1.082  -0.0562
H 2.709 0.107 0.407  0.2158
H 2.824 1.537 -0.566  0.2290
H 1.615 0.154 -0.968  0.2137
H 0.503 0.513 1.600  0.1141
C -1.735 -1.149 -0.159  -0.2702
O -2.101 0.256 0.004  -0.7236
H -1.095 -1.316 -1.034  0.1759
H -2.703 -1.797 -0.346  0.1731
H -1.317 -1.468 0.865  0.1785
H -1.671 0.701 -0.692  0.4654



(6)
Below is a 2-piece molecular cluster, C3H8ClN4O overall, with properties calculated with ωB97M-V/def2-TZVPD.

Values from the calculation:
* frontier orbital gap: 0.329 hartree
* charge: +1
* energy above the lowest of the compared OMol25 structures with the same formula, charge and spin: 7.3 kcal/mol
* calculated total energy: -23762.49806 eV

Each line ends with the natural charge from an NBO analysis.
Atoms and positions in Å:
C 2.254 0.802 0.204  0.5455
C -3.265 -0.912 0.386  0.4742
C 0.733 -0.772 -0.656  0.1713
N 2.954 -0.174 0.575  -0.6860
N -2.350 -0.697 -0.501  -0.8131
N 0.994 0.444 -0.311  -0.4905
N 2.697 2.090 0.065  -0.8270
O -4.548 -1.082 0.204  -0.6616
Cl 1.478 -2.191 -0.549  0.3097
H -2.926 -1.076 1.500  0.1429
H -0.282 -0.901 -0.956  0.2763
H 3.820 0.034 0.995  0.3756
H -2.657 -0.478 -1.393  0.3571
H 0.377 1.129 -0.752  0.4536
H 3.716 2.131 0.016  0.4264
H 2.140 2.919 0.094  0.4190
H -5.134 -1.266 1.079  0.5267



Please write out number 1 again, unchanged.
Below is C3H4LiO4 as an isolated structure, with properties calculated with ωB97M-V/def2-TZVPD.

Values from the calculation:
* frontier orbital gap: 0.373 hartree
* charge: +1
* energy above the lowest of the compared OMol25 structures with the same formula, charge and spin: 66.0 kcal/mol
* calculated total energy: -11562.93021 eV

Each line ends with the natural charge from an NBO analysis.
Atoms and positions in Å:
C -2.020 -0.612 0.135  0.4962
C -1.012 -0.178 1.177  -0.1840
O -1.036 -1.097 2.267  -0.4777
C -1.181 -2.368 1.980  1.0487
O -1.663 -0.997 -1.017  -0.5935
O -1.145 -3.224 2.847  -0.7828
O -1.255 -2.619 0.704  -0.8074
Li -0.717 -3.264 4.632  0.9862
H -3.089 -0.489 0.378  0.1747
H -1.281 0.803 1.586  0.2464
H -0.008 -0.168 0.732  0.2299
H -1.438 -2.473 -0.487  0.6632



Look up the charge of the first one. +1



The lowest energy above the lowest of the compared OMol25 structures with the same formula, charge and spin belongs to which entry? C4H7O2